1.
Formula: CHClINO
Source: the Open Molecules 2025 dataset
Level of theory: ωB97M-V/def2-TZVPD

Results
- LUMO energy: -0.16 eV
- Charge: 0
- HOMO level: -9.1 eV
- Orbital gap: 8.938 eV
- Molar mass: 205.38 Da
- Multiplicity: 1
- E: -926.42994 hartree
- Relative energy (zero: lowest compared OMol25 entry of this formula, charge and spin): 260.04 kJ/mol

The geometry in XYZ format:
```
6
Properties=species:S:1:pos:R:3:mulliken_charge:R:1
C 0.835 -0.742 -0.149 0.165
N 0.888 0.233 -0.796 0.411
O 0.639 1.227 -1.401 -0.559
Cl 1.518 -1.936 0.824 -0.057
I -1.350 0.138 1.126 -0.076
H -2.530 1.081 0.395 0.116
```



2.
Formula: C3H3N3O4
Source: the Open Molecules 2025 dataset
Level of theory: ωB97M-V/def2-TZVPD

Results
- Structure (SMILES): COC(=O)N=C=O.N#[N+][O-]
- LUMO energy: 0.58 eV
- Charge: 0
- HOMO level: -11.2 eV
- Orbital gap: 11.745 eV
- Molar mass: 145.07 Da
- Multiplicity: 1
- E: -581.28735 hartree
- Relative energy (zero: lowest compared OMol25 entry of this formula, charge and spin): 0.00 kJ/mol

The geometry in XYZ format:
```
13
Properties=species:S:1:pos:R:3:mulliken_charge:R:1
C -1.543 -2.082 0.500 0.660
C -0.368 0.018 0.576 0.587
C -0.110 2.413 0.653 -0.504
N 1.592 -1.727 -1.965 0.837
N 1.537 -2.596 -1.249 -0.290
N -1.384 -0.905 0.672 -0.232
O -1.742 -3.207 0.439 -0.367
O 0.823 -0.187 0.548 -0.530
O 1.719 -0.883 -2.740 -0.544
O -0.917 1.272 0.648 -0.324
H 0.312 2.625 -0.420 0.218
H 0.816 2.074 1.320 0.260
H -0.735 3.185 1.018 0.229
```



3.
Formula: C43H43N7O3
Source: the Open Molecules 2025 dataset
Level of theory: ωB97M-V/def2-TZVPD

Results
- Structure (SMILES): CCOC1=CC(=O)C=CC1=O.c1ccncc1.c1ccncc1.c1ccncc1.c1ccncc1.c1ccncc1.c1ccncc1.c1ccncc1
- LUMO energy: -0.98 eV
- Charge: 0
- HOMO level: -9.3 eV
- Orbital gap: 8.346 eV
- Molar mass: 705.86 Da
- Multiplicity: 1
- E: -2273.26145 hartree

The geometry in XYZ format:
```
96
Properties=species:S:1:pos:R:3:mulliken_charge:R:1
C 1.481 0.233 -3.973 -1.031
C 0.430 1.272 -3.649 -0.231
O -0.511 1.417 -4.743 -0.456
C -1.690 0.804 -4.498 0.416
C -1.998 -0.406 -4.974 -0.452
C -3.311 -0.987 -4.626 0.089
O -3.884 -1.807 -5.312 -0.644
C -3.905 -0.509 -3.346 -0.289
C -3.631 0.710 -2.890 -0.382
C -2.688 1.566 -3.661 0.411
O -2.717 2.768 -3.635 -0.543
H 1.857 0.363 -4.986 0.324
H 2.303 0.322 -3.260 0.381
H 1.069 -0.772 -3.862 0.138
H 0.854 2.253 -3.445 0.381
H -0.106 0.960 -2.747 0.270
H -1.292 -0.953 -5.584 0.577
H -4.562 -1.189 -2.818 0.555
H -4.050 1.110 -1.977 0.472
N -7.981 -0.026 -9.053 -0.559
C -7.071 -0.998 -9.093 -0.262
C -6.111 -1.195 -8.112 -0.486
C -6.092 -0.335 -7.026 0.335
C -7.032 0.682 -6.970 -0.461
C -7.951 0.792 -8.003 -0.276
H -7.117 -1.649 -9.959 0.338
H -5.397 -2.002 -8.194 0.383
H -5.358 -0.462 -6.245 0.289
H -7.055 1.378 -6.142 0.363
H -8.703 1.574 -7.994 0.350
N -0.259 -2.484 -1.746 -0.235
C -0.216 -2.740 -0.440 -0.516
C -1.054 -3.647 0.192 -0.326
C -1.993 -4.322 -0.572 -0.225
C -2.055 -4.064 -1.934 -0.788
C -1.165 -3.144 -2.465 -0.203
H 0.529 -2.184 0.122 0.463
H -0.970 -3.818 1.257 0.458
H -2.666 -5.035 -0.114 0.418
H -2.774 -4.562 -2.570 0.423
H -1.175 -2.908 -3.525 0.501
N -1.090 -5.323 3.788 -0.501
C -1.370 -6.619 3.907 -0.225
C -2.455 -7.107 4.620 -0.423
C -3.295 -6.200 5.245 -0.119
C -3.017 -4.847 5.131 -0.591
C -1.907 -4.463 4.393 -0.096
H -0.688 -7.297 3.406 0.372
H -2.634 -8.171 4.681 0.377
H -4.153 -6.541 5.811 0.364
H -3.645 -4.104 5.601 0.361
H -1.657 -3.413 4.278 0.501
N 2.686 -0.552 0.899 -0.308
C 3.629 -1.489 0.821 -0.401
C 4.600 -1.682 1.793 -0.547
C 4.589 -0.858 2.907 -0.260
C 3.615 0.124 3.002 -0.113
C 2.689 0.232 1.975 -0.638
H 3.600 -2.114 -0.065 0.400
H 5.341 -2.462 1.678 0.416
H 5.326 -0.979 3.691 0.501
H 3.562 0.782 3.858 0.444
H 1.906 0.983 2.016 0.499
N 5.261 3.704 -0.101 -0.463
C 6.451 4.292 -0.212 -0.424
C 7.564 3.917 0.526 -0.295
C 7.431 2.880 1.436 -0.563
C 6.197 2.265 1.570 0.003
C 5.151 2.709 0.777 -0.148
H 6.513 5.101 -0.932 0.365
H 8.507 4.428 0.390 0.378
H 8.275 2.560 2.033 0.377
H 6.046 1.453 2.266 0.290
H 4.172 2.249 0.846 0.486
N 1.640 5.204 1.466 -0.414
C 0.789 6.030 2.071 -0.229
C 0.939 7.408 2.096 -0.340
C 2.038 7.961 1.459 -0.318
C 2.934 7.116 0.825 -0.442
C 2.693 5.750 0.854 -0.119
H -0.058 5.559 2.559 0.350
H 0.212 8.028 2.602 0.361
H 2.192 9.033 1.456 0.361
H 3.805 7.505 0.316 0.372
H 3.369 5.056 0.368 0.418
N 2.035 0.208 6.019 -0.347
C 1.779 -1.098 6.041 -0.144
C 0.679 -1.654 6.676 -0.505
C -0.201 -0.806 7.329 -0.202
C 0.052 0.556 7.316 -0.441
C 1.179 1.010 6.648 -0.220
H 2.491 -1.727 5.517 0.352
H 0.520 -2.724 6.658 0.408
H -1.071 -1.201 7.839 0.379
H -0.609 1.254 7.812 0.358
H 1.409 2.070 6.610 0.370
```



4.
Formula: C9H13N3P
Source: the Open Molecules 2025 dataset
Level of theory: ωB97M-V/def2-TZVPD

Results
- LUMO energy (spin up / spin down): -3.43 / -7.09 eV
- Charge: +1
- HOMO level (spin up / spin down): -12.2 / -12.8 eV
- Orbital gap (spin up / spin down): 8.811 / 5.663 eV
- Molar mass: 194.20 Da
- Multiplicity: 3
- E: -855.92684 hartree

The geometry in XYZ format:
```
26
Properties=species:S:1:pos:R:3:mulliken_charge:R:1
C -4.170 0.135 -0.052 -0.192
C -3.579 1.390 -0.174 -0.633
C -3.498 -1.029 0.118 -0.661
C -2.184 1.386 -0.405 -0.262
C -2.121 -0.980 -0.097 -0.202
C -1.456 0.195 -0.327 0.642
C 0.044 0.213 -0.335 0.614
C 3.088 -1.827 -0.417 -0.827
C 2.751 1.839 0.892 -0.905
N 0.717 1.191 -0.733 -0.377
N 0.696 -0.883 0.034 -0.355
N 2.564 -0.653 0.088 -0.222
P 2.385 1.063 -0.753 0.175
H -5.327 0.119 0.194 0.256
H -4.246 2.219 -0.445 0.362
H -3.852 -2.016 0.385 0.386
H -1.679 2.435 -0.525 0.263
H -1.482 -1.869 0.088 0.235
H 2.854 -2.822 0.106 0.344
H 2.759 -2.255 -1.441 0.300
H 4.203 -1.721 -0.548 0.338
H 2.083 2.755 0.967 0.378
H 3.861 2.063 1.097 0.307
H 2.346 1.195 1.687 0.348
H 0.465 -1.708 -0.509 0.303
H 2.776 -0.438 1.104 0.382
```



5.
Formula: C3H2ClFO2
Source: the Open Molecules 2025 dataset
Level of theory: ωB97M-V/def2-TZVPD

Results
- Structure (SMILES): O=C(O)/C=C(/F)Cl
- LUMO energy: 0.20 eV
- Charge: 0
- HOMO level: -10.7 eV
- Orbital gap: 10.891 eV
- Molar mass: 124.50 Da
- Multiplicity: 1
- E: -826.04010 hartree
- Relative energy (zero: lowest compared OMol25 entry of this formula, charge and spin): 0.00 kJ/mol

The geometry in XYZ format:
```
9
Properties=species:S:1:pos:R:3:mulliken_charge:R:1
C -1.212 -0.058 0.475 0.572
C 0.275 -0.130 0.629 -0.323
C 1.280 0.026 -0.237 0.519
H -0.996 0.299 -1.436 0.272
H 0.601 -0.334 1.649 0.325
O -1.742 0.181 -0.739 -0.446
O -1.924 -0.256 1.405 -0.505
F 2.539 -0.081 0.160 -0.208
Cl 1.179 0.354 -1.905 -0.207
```



6.
Formula: C15H19N3O2S
Source: the Open Molecules 2025 dataset
Level of theory: ωB97M-V/def2-TZVPD

Results
- Structure (SMILES): CCOCCc1nnc(NC(=O)CCc2ccccc2)s1
- LUMO energy: 0.26 eV
- Charge: 0
- HOMO level: -8.5 eV
- Orbital gap: 8.775 eV
- Molar mass: 305.40 Da
- Multiplicity: 1
- E: -1295.42681 hartree
- Relative energy (zero: lowest compared OMol25 entry of this formula, charge and spin): 1460.07 kJ/mol

The geometry in XYZ format:
```
40
Properties=species:S:1:pos:R:3:mulliken_charge:R:1
C -6.352 -0.486 -1.288 -1.146
C -4.958 0.261 -1.080 -0.634
O -4.336 -0.019 0.107 -0.259
C -3.877 -1.434 0.118 -0.356
C -2.916 -1.641 1.157 -0.731
C -1.892 -0.586 1.157 0.142
N -0.679 -0.897 1.373 -0.730
N 0.202 0.275 0.851 -0.035
C -0.448 1.377 0.597 0.530
N 0.203 2.512 0.394 -0.152
C 1.432 3.169 0.413 0.332
O 1.616 4.229 0.064 -0.448
C 2.555 1.738 0.522 -0.614
H 3.480 2.505 0.961 0.190
H 2.199 1.226 1.295 0.400
C 2.697 1.078 -0.529 -1.289
C 3.793 -0.152 -0.344 0.740
C 3.310 -1.200 0.336 -0.393
C 4.355 -2.052 0.454 -0.205
C 5.546 -1.980 0.253 -0.745
C 5.946 -0.880 -0.600 -0.727
C 4.969 0.234 -0.617 -0.383
H 5.410 1.151 -1.221 0.234
H 6.961 -0.716 -0.636 0.432
H 6.280 -2.648 0.098 0.449
H 4.006 -3.033 1.013 0.137
H 2.324 -1.430 0.553 0.538
H 1.857 0.837 -1.008 0.835
H 3.053 1.743 -1.325 0.430
H -0.455 3.270 0.285 0.187
S -2.145 1.285 0.627 -0.145
H -2.554 -2.490 1.279 0.613
H -3.446 -1.168 2.248 0.200
H -4.730 -2.295 0.261 0.212
H -3.444 -1.665 -0.800 0.487
H -4.363 0.346 -1.874 0.564
H -5.294 1.342 -1.126 0.334
H -7.078 -0.396 -0.256 0.220
H -6.905 -0.004 -2.226 0.311
H -6.320 -1.407 -1.484 0.475
```